# 1
The following is a DFT calculation (ωB97M-V/def2-TZVPD) of a cluster of 6 separate species, C31H93N16O7P5 in total at a distorted geometry.

The calculation puts the gap between HOMO and LUMO (alpha / beta) at 7.51 / 2.86 eV. For the HOMO energy (alpha / beta), the calculation gives -9.625 / -9.625 eV. The expectation value of S² is 0.76. The value obtained for the relative energy (zero: lowest compared OMol25 entry of this formula, charge and spin) is 0.0 kJ/mol.

The geometry in ORCA input format:
```
! wB97M-V def2-TZVPD RIJCOSX def2/J DEFGRID3
* xyz 1 2
C 1.19863 -0.68525 0.77184
N 0.99842 -2.10986 1.12668
O 0.55891 -2.36089 2.17446
O 1.34935 -3.03210 0.28007
H 0.60898 -0.01986 1.40245
H 0.79626 -0.53738 -0.23033
H 2.26957 -0.48880 0.82284
O -2.87467 -0.50144 0.90352
P -3.02523 -0.91935 -0.48487
N -4.63862 -0.61169 -1.09459
C -4.99193 -0.98174 -2.47796
C -5.54107 0.35305 -0.47722
N -2.74598 -2.62533 -0.75741
C -3.85527 -3.56038 -0.62748
C -1.48234 -3.22987 -0.63234
N -2.05259 -0.13275 -1.68721
C -1.68924 -0.70648 -3.00486
C -1.62094 1.28838 -1.50083
H -4.42004 -1.84735 -2.81225
H -4.84945 -0.16492 -3.18550
H -6.04240 -1.26262 -2.55366
H -5.04550 0.96726 0.27462
H -6.30865 -0.18469 0.07934
H -6.03621 0.98010 -1.21866
H -3.54630 -4.27028 0.13977
H -4.78166 -3.12764 -0.24981
H -4.06563 -4.13788 -1.52768
H -1.43532 -4.03410 -1.36658
H -0.76683 -2.42249 -0.78820
H -1.41604 -3.80006 0.29426
H -0.64224 -0.49437 -3.22145
H -1.86347 -1.78127 -3.05553
H -2.36801 -0.29643 -3.75268
H -1.27684 1.51124 -0.49086
H -2.46864 1.96651 -1.59901
H -0.71860 1.54089 -2.05772
O 5.93229 -2.39030 -4.76307
P 4.46480 -2.57270 -4.84716
N 4.08842 -4.20369 -4.79362
C 4.11632 -5.00293 -6.02665
C 4.52189 -4.89650 -3.57561
N 3.68199 -2.00566 -6.30056
C 4.05897 -0.74861 -6.86481
C 2.27250 -2.41088 -6.62484
N 3.56759 -1.86545 -3.53089
C 2.15986 -2.21511 -3.21035
C 4.37289 -1.58393 -2.28150
H 3.15653 -4.89920 -6.53275
H 4.36332 -6.04935 -5.84746
H 4.94310 -4.66006 -6.64873
H 5.47975 -5.40947 -3.66204
H 3.79950 -5.60946 -3.17818
H 4.68877 -4.23888 -2.72250
H 3.81598 0.09092 -6.21346
H 5.10555 -0.72679 -7.16861
H 3.53517 -0.64798 -7.81539
H 1.94738 -3.20947 -5.95801
H 1.55447 -1.60589 -6.46820
H 2.29592 -2.77599 -7.65160
H 1.62753 -1.33040 -2.86104
H 1.56835 -2.75941 -3.94653
H 2.12729 -2.79081 -2.28536
H 4.52621 -2.43114 -1.61305
H 3.77381 -0.94735 -1.63038
H 5.30789 -1.12509 -2.60297
O -4.17027 -5.33911 2.26082
P -4.46113 -4.35595 3.32187
N -4.85665 -4.99245 4.86851
C -4.29972 -6.33566 5.20168
C -5.20918 -4.10918 5.99890
N -5.86756 -3.38974 2.93472
C -7.15309 -4.09570 3.08574
C -5.94286 -2.35098 1.85876
N -3.20187 -3.28237 3.66353
C -1.77279 -3.75203 3.53205
C -3.38718 -1.93645 4.19145
H -4.88337 -7.12602 4.72969
H -4.38940 -6.50533 6.27465
H -3.24880 -6.26584 4.92095
H -5.31902 -3.07307 5.67874
H -4.53751 -4.33023 6.82842
H -6.17019 -4.37152 6.44133
H -7.05024 -5.09694 2.66735
H -7.42775 -4.22718 4.13234
H -8.01239 -3.68767 2.55357
H -6.19419 -1.34002 2.17953
H -4.95368 -2.26257 1.40953
H -6.61857 -2.64971 1.05734
H -1.70594 -3.89073 2.45298
H -0.95771 -3.15230 3.93711
H -1.64902 -4.73716 3.98183
H -4.42856 -1.64547 4.32916
H -2.82377 -1.18790 3.63436
H -3.03759 -1.90521 5.22339
O 1.24733 2.29051 -3.53704
P 1.81989 3.48550 -2.89463
N 1.83362 3.44175 -1.21373
C 2.24078 4.49357 -0.22949
C 2.01254 2.12780 -0.61344
N 1.06656 4.98565 -3.30227
C -0.29592 5.26716 -2.77770
C 1.29845 5.59780 -4.63927
N 3.52318 3.78145 -3.20479
C 4.23485 5.03847 -2.82795
C 4.34137 2.80141 -3.76373
H 1.95162 4.20738 0.78173
H 1.73413 5.43797 -0.42826
H 3.28009 4.81493 -0.29777
H 3.04695 1.84186 -0.80410
H 1.34507 1.46100 -1.15929
H 1.75017 2.14712 0.44433
H -0.55967 6.27054 -3.11201
H -0.97201 4.53283 -3.21560
H -0.31287 5.15514 -1.69360
H 2.04840 6.37839 -4.51136
H 1.69927 4.79774 -5.26166
H 0.37345 5.95506 -5.09185
H 4.95147 4.81571 -2.03742
H 4.82532 5.53939 -3.59510
H 3.53714 5.81315 -2.50987
H 4.52128 2.94944 -4.82854
H 3.93390 1.79153 -3.71678
H 5.27972 2.82477 -3.20962
O 0.23990 5.58366 3.55010
P 1.16588 4.55198 4.10816
N 1.08323 3.04533 3.29435
C -0.14652 2.65131 2.60899
C 1.91074 1.91891 3.62795
N 0.77931 4.23715 5.76884
C -0.44617 3.48741 6.09018
C 1.22951 5.21408 6.80395
N 2.85430 4.79317 4.02942
C 3.37294 5.80870 3.14355
C 3.93346 4.05563 4.84586
H -0.19879 3.09985 1.61693
H -1.03662 2.84250 3.20837
H -0.22712 1.56845 2.51394
H 1.78327 1.01029 3.03950
H 1.60648 1.62213 4.63166
H 2.96522 2.19053 3.57916
H -0.54103 2.48926 5.66262
H -0.54937 3.33304 7.16424
H -1.32126 4.08457 5.83381
H 1.46527 4.85355 7.80522
H 2.21731 5.58931 6.53647
H 0.63458 6.12560 6.74650
H 2.54760 6.18301 2.53790
H 3.78589 6.60948 3.75700
H 4.14838 5.43609 2.47426
H 3.55363 3.38152 5.61360
H 4.51576 4.83213 5.34192
H 4.58357 3.49243 4.17634
*
```

=====

# 2
The following is a DFT calculation (ωB97M-V/def2-TZVPD) of a cluster of 2 separate species, C11H27BrNO2S in total at a distorted geometry.

The calculation puts the gap between HOMO and LUMO at 7.49 eV. For the HOMO energy, the calculation gives -11.913 eV.

The geometry in ORCA input format:
```
! wB97M-V def2-TZVPD RIJCOSX def2/J DEFGRID3
* xyz 1 1
C -3.11740 -0.28787 0.20571
C -2.62503 1.15092 0.35025
C -2.17146 1.44654 1.77505
C -1.28085 2.68430 1.86716
C 0.16845 2.37426 1.45987
C 1.09492 2.01984 2.63798
C 1.45168 0.53877 2.69914
C 2.30170 0.06753 1.51255
C 1.79223 -1.21488 0.89711
O 0.53382 -1.09412 0.23687
C 0.53223 -0.34976 -0.93551
C 1.24786 -0.98994 -2.10827
Br 0.65311 -2.91800 -2.15831
N 0.92856 -0.28244 -3.31679
S 2.25121 0.13405 -4.38731
H -3.67167 -0.43881 -0.71789
H -3.76436 -0.54202 1.04285
H -2.27280 -0.97760 0.21671
H -3.44136 1.82802 0.10197
H -1.79652 1.32567 -0.33700
H -1.59778 0.58936 2.13966
H -3.03663 1.54344 2.42914
H -1.66981 3.46039 1.20763
H -1.29803 3.08035 2.88060
H 0.58686 3.21040 0.90614
H 0.12858 1.50158 0.80288
H 2.02710 2.57951 2.55560
H 0.63291 2.30493 3.58134
H 2.01144 0.37072 3.61938
H 0.54367 -0.05859 2.78503
H 3.31706 -0.13556 1.85343
H 2.39890 0.86873 0.77779
H 1.62133 -1.93311 1.69598
H 2.53938 -1.66300 0.23381
H 0.99442 0.63781 -0.83120
H -0.50528 -0.19119 -1.22395
H 2.32123 -1.07335 -1.97893
H 0.30706 -0.83756 -3.88439
H 3.24266 -0.48047 -3.73091
O -1.04550 -4.57629 -4.12010
H -0.42408 -4.00671 -3.54177
H -0.72284 -5.49365 -4.20288
H -1.18696 -4.17220 -4.99642
*
```

=====

# 3
The following is a DFT calculation (ωB97M-V/def2-TZVPD) of a cluster of 2 separate species, C6H13NO in total at a distorted geometry.

The calculation puts the gap between HOMO and LUMO at 9.68 eV. For the HOMO energy, the calculation gives -8.872 eV. As for the SMILES: C=NC(=C)CCC.O. The value obtained for the relative energy (zero: lowest compared OMol25 entry of this formula, charge and spin) is 231.5 kJ/mol.

The geometry in ORCA input format:
```
! wB97M-V def2-TZVPD RIJCOSX def2/J DEFGRID3
* xyz 0 1
C -1.75825 0.13362 1.83798
C -1.67418 -0.42669 0.39133
C -0.29745 -0.21619 -0.21255
C -0.00216 1.23901 -0.40764
C 0.84734 2.02630 0.22802
C -0.37583 2.10297 -2.56846
N -0.82023 1.75137 -1.45422
H -0.90056 0.70714 2.17142
H -2.69130 0.68020 1.95616
H -1.84909 -0.72981 2.50193
H -1.88805 -1.49864 0.44403
H -2.48327 -0.01496 -0.21131
H 0.39417 -0.74443 0.46218
H -0.01432 -0.71905 -1.14663
H 1.03439 3.03679 -0.11094
H 1.41330 1.70309 1.09157
H -1.01596 2.49395 -3.35617
H 0.66502 1.97800 -2.90202
H 4.33562 -3.95513 0.61529
H 3.45096 -4.95991 -0.10178
O 3.62986 -4.58764 0.77180
*
```

=====

# 4
The following is a DFT calculation (ωB97M-V/def2-TZVPD) of a structure of composition F2HO2PY at a distorted geometry.

The calculation puts the gap between HOMO and LUMO (alpha / beta) at 6.77 / 10.81 eV. For the HOMO energy (alpha / beta), the calculation gives -17.379 / -21.474 eV. The expectation value of S² is 0.75. The value obtained for the relative energy (zero: lowest compared OMol25 entry of this formula, charge and spin) is 0.0 kJ/mol.

The geometry in ORCA input format:
```
! wB97M-V def2-TZVPD RIJCOSX def2/J DEFGRID3
* xyz 2 2
H 1.76060 0.56556 0.26446
P -0.08128 0.10921 -0.56695
F -0.31667 -1.08483 -1.53369
F -1.12908 1.17207 -0.99869
O 1.36041 0.66157 -0.73016
O -0.13236 -0.25666 0.89749
Y -1.46163 -1.16692 2.66755
*
```

=====

# 5
The following is a DFT calculation (ωB97M-V/def2-TZVPD) of the molecule C4BrClO2 at a distorted geometry.

The calculation puts the gap between HOMO and LUMO at 8.46 eV. For the HOMO energy, the calculation gives -9.217 eV. The value obtained for the relative energy (zero: lowest compared OMol25 entry of this formula, charge and spin) is 149.4 kJ/mol.

The geometry in ORCA input format:
```
! wB97M-V def2-TZVPD RIJCOSX def2/J DEFGRID3
* xyz 0 1
C 0.11821 1.01852 -0.25270
C -1.06894 -0.04769 0.65885
C 0.80586 0.22305 -1.05364
C -0.42619 -1.08876 1.12944
O 1.34253 -0.51457 -1.74405
O 0.20149 -1.82634 1.74849
Cl 0.01702 2.63740 0.14494
Br -2.81259 0.18242 -0.15500
*
```

=====

# 6
The following is a DFT calculation (ωB97M-V/def2-TZVPD) of a cluster of 2 separate species, C5H11N2 in total at a distorted geometry.

The calculation puts the gap between HOMO and LUMO (alpha / beta) at 5.52 / 10.00 eV. For the HOMO energy (alpha / beta), the calculation gives -9.922 / -15.006 eV. The expectation value of S² is 2.00. The value obtained for the relative energy (zero: lowest compared OMol25 entry of this formula, charge and spin) is 320.6 kJ/mol.

The geometry in ORCA input format:
```
! wB97M-V def2-TZVPD RIJCOSX def2/J DEFGRID3
* xyz 1 3
C 0.97750 -2.58625 -0.50583
C 1.00695 1.38901 0.63908
C 0.28819 -1.53044 -0.39302
C -0.89046 0.22409 -1.62156
C -1.48277 -0.41940 0.77964
N 1.52072 2.50505 1.11727
N -0.69410 -0.69283 -0.48324
H 2.01062 -2.73814 -0.14505
H 0.60111 -3.53642 -0.88364
H 0.60093 0.88482 1.51051
H -0.60323 -0.14326 -2.60818
H -1.86919 0.52059 -1.53550
H -0.23514 1.12157 -1.40368
H -1.82726 0.63989 0.75718
H -2.35520 -1.03811 0.75166
H -0.79547 -0.52835 1.60406
H 1.88745 2.79372 2.02862
H 1.85936 3.13446 0.39168
*
```

=====

Number 1: E -118266.518 eV. Number 2: E -98298.736 eV. Number 3: E -9968.775 eV. Number 4: E -19861.356 eV. Number 5: E -90803.788 eV. Number 6: E -8329.855 eV.